[1]
Molecular formula: C4H8ClN
Method: DFT, wB97M-V/def2-TZVPD

Summary:
HOMO level: -9.17 eV
orbital gap: 10.084 eV
energy relative to the best compared isomer or geometry (same formula, charge and spin): 14.6 kcal/mol
LUMO energy: 0.0335 Eh
strongest force on any atom: 0.0378 Eh/bohr

```
! wB97M-V def2-TZVPD RIJCOSX def2/J DEFGRID3
* xyz 0 1
C 1.372 -0.858 -0.748
C -0.190 -0.207 0.959
C -1.335 0.293 0.093
C -1.354 1.560 -0.393
H 1.492 -1.887 -0.374
H 2.371 -0.633 -1.164
H 0.620 -0.809 -1.500
H 1.746 0.115 0.987
H -0.262 -1.277 1.119
H -0.192 0.247 1.998
H -2.125 1.961 -1.054
H -0.462 2.153 -0.110
N 1.064 0.129 0.268
Cl -2.744 -0.787 -0.082
*
```

Electronic structure analysis, Löwdin charges in units of e: C -0.13; C -0.28; C -0.71; C -0.01; H 0.08; H 0.09; H 0.07; H 0.08; H 0.09; H 0.14; H 0.06; H 0.08; N -0.14; Cl 0.58

***

[2]
Molecular formula: C44H42GeIrNOP2
Method: DFT, wB97M-V/def2-TZVPD

Summary:
HOMO level (alpha / beta): -17.53 / -17.54 eV
orbital gap (alpha / beta): 2.171 / 2.277 eV
energy relative to the best compared isomer or geometry (same formula, charge and spin): 46.7 kcal/mol
LUMO energy (alpha / beta): -0.5644 / -0.5608 Eh
strongest force on any atom: 0.0468 Eh/bohr

```
! wB97M-V def2-TZVPD RIJCOSX def2/J DEFGRID3
* xyz 4 1
Ir -0.913 0.782 0.349
C -1.452 -2.228 -1.480
N -0.088 -2.421 -1.859
C 0.680 -1.231 -2.039
P 1.228 -0.675 -0.284
C 2.490 -1.978 -0.055
C 3.665 -1.863 -0.805
C 4.590 -2.888 -0.766
C 4.364 -4.012 0.016
C 3.203 -4.117 0.765
C 2.262 -3.101 0.731
C 2.230 0.844 -0.296
C 2.129 1.894 -1.211
C 2.921 3.024 -1.035
C 3.772 3.133 0.059
C 3.832 2.108 0.993
C 3.061 0.973 0.820
C 0.431 -3.678 -2.099
C 1.411 -3.891 -3.099
C 1.852 -5.160 -3.397
C 1.362 -6.267 -2.708
C 0.423 -6.073 -1.695
C -0.046 -4.812 -1.400
P -1.866 -1.364 0.160
C -3.676 -1.355 0.111
C -4.408 -1.284 -1.078
C -5.790 -1.318 -1.038
C -6.451 -1.365 0.185
C -5.729 -1.436 1.370
C -4.348 -1.412 1.340
C -1.457 -2.490 1.521
C -2.131 -3.710 1.606
C -1.963 -4.512 2.722
C -1.134 -4.110 3.760
C -0.452 -2.904 3.668
C -0.604 -2.099 2.551
H -2.000 -3.175 -1.495
H -1.917 -1.552 -2.212
H 0.082 -0.445 -2.511
H 1.585 -1.431 -2.615
H 3.855 -0.986 -1.407
H 5.494 -2.809 -1.351
H 5.099 -4.800 0.050
H 3.032 -4.985 1.382
H 1.368 -3.173 1.331
H 1.487 1.804 -2.079
H 2.907 3.808 -1.777
H 4.411 3.997 0.166
H 4.495 2.177 1.840
H 3.122 0.161 1.534
H 1.760 -3.076 -3.715
H 2.556 -5.308 -4.200
H 1.695 -7.263 -2.963
H 0.074 -6.924 -1.131
H -0.745 -4.692 -0.586
H -3.920 -1.214 -2.038
H -6.353 -1.309 -1.960
H -7.529 -1.323 0.212
H -6.242 -1.511 2.317
H -3.785 -1.455 2.263
H -2.814 -4.009 0.825
H -2.496 -5.447 2.786
H -1.035 -4.728 4.640
H 0.187 -2.593 4.479
H -0.065 -1.162 2.476
O -0.376 1.511 2.518
H -1.039 1.598 3.213
H 0.479 1.425 2.956
Ge -0.215 3.482 0.199
C -0.099 4.767 1.767
C -1.153 5.665 1.902
C -1.097 6.617 2.911
C -0.016 6.650 3.773
C 1.034 5.759 3.628
C 0.984 4.789 2.636
C -0.288 4.603 -1.504
C 0.468 5.762 -1.576
C 0.348 6.574 -2.698
C -0.510 6.213 -3.719
C -1.256 5.053 -3.641
C -1.131 4.221 -2.535
H -1.480 1.004 -1.056
H -1.996 5.658 1.223
H -1.904 7.329 3.008
H 0.005 7.379 4.577
H 1.892 5.806 4.282
H 1.804 4.090 2.528
H 1.135 6.056 -0.778
H 0.940 7.476 -2.753
H -0.582 6.842 -4.599
H -1.936 4.776 -4.432
H -1.716 3.312 -2.477
*
```

Electronic structure analysis, Löwdin charges in units of e: Ir 0.58; C -0.21; N -0.06; C -0.19; P 1.10; C -0.36; C -0.07; C -0.02; C -0.01; C -0.03; C -0.07; C -0.44; C -0.14; C -0.05; C -0.01; C -0.03; C -0.10; C -0.14; C 0.07; C 0.03; C 0.10; C 0.03; C 0.06; P 0.91; C -0.36; C -0.08; C -0.02; C 0.00; C -0.02; C -0.07; C -0.40; C -0.10; C -0.02; C -0.01; C -0.04; C -0.13; H 0.12; H 0.12; H 0.11; H 0.11; H 0.12; H 0.13; H 0.13; H 0.13; H 0.09; H 0.11; H 0.13; H 0.13; H 0.13; H 0.12; H 0.14; H 0.15; H 0.16; H 0.14; H 0.11; H 0.10; H 0.13; H 0.13; H 0.13; H 0.11; H 0.12; H 0.13; H 0.13; H 0.13; H 0.06; O -0.19; H 0.10; H 0.08; Ge 1.20; C -0.37; C -0.11; C -0.04; C -0.03; C -0.05; C -0.13; C -0.37; C -0.11; C -0.04; C -0.03; C -0.05; C -0.14; H -0.09; H 0.11; H 0.13; H 0.13; H 0.12; H 0.08; H 0.11; H 0.13; H 0.13; H 0.12; H 0.08

***

[3]
Molecular formula: C5H10O
Method: DFT, wB97M-V/def2-TZVPD

Summary:
HOMO level: -9.53 eV
orbital gap: 10.541 eV
energy relative to the best compared isomer or geometry (same formula, charge and spin): 24.0 kcal/mol
LUMO energy: 0.0371 Eh
strongest force on any atom: 0.0081 Eh/bohr

```
! wB97M-V def2-TZVPD RIJCOSX def2/J DEFGRID3
* xyz 0 1
C 0.812 -0.423 1.477
C 0.267 -0.125 0.077
C 0.936 -0.832 -1.108
C -1.281 -0.005 0.047
C -1.014 1.398 -0.488
O 0.387 1.296 -0.217
H 1.904 -0.377 1.531
H 0.491 -1.398 1.866
H 0.417 0.336 2.163
H 2.003 -0.579 -1.124
H 0.523 -0.430 -2.043
H 0.832 -1.921 -1.131
H -1.721 0.001 1.050
H -1.860 -0.670 -0.598
H -1.456 2.237 0.056
H -1.241 1.492 -1.560
*
```

Electronic structure analysis, Löwdin charges in units of e: C -0.02; C -0.55; C -0.02; C -0.08; C -0.18; O -0.10; H 0.08; H 0.09; H 0.09; H 0.09; H 0.09; H 0.08; H 0.11; H 0.11; H 0.11; H 0.11

***

[4]
Molecular formula: C5H9NO
Method: DFT, wB97M-V/def2-TZVPD

Summary:
HOMO level: -9.29 eV
orbital gap: 10.381 eV
energy relative to the best compared isomer or geometry (same formula, charge and spin): 76.7 kcal/mol
LUMO energy: 0.0403 Eh
strongest force on any atom: 0.0088 Eh/bohr

```
! wB97M-V def2-TZVPD RIJCOSX def2/J DEFGRID3
* xyz 0 1
C 1.583 -0.776 -0.218
C 0.940 -0.227 1.036
N 0.796 1.219 1.172
C -0.410 0.384 1.120
C -1.454 0.266 0.043
C -1.288 0.459 -1.400
O -1.374 -0.844 -0.854
H 0.905 -1.308 -0.889
H 2.371 -1.460 0.098
H 2.049 0.047 -0.770
H 1.258 -0.723 1.948
H 1.026 1.635 0.271
H -0.856 0.303 2.113
H -2.458 0.392 0.441
H -2.133 0.740 -2.034
H -0.306 0.747 -1.772
*
```

Electronic structure analysis, Löwdin charges in units of e: C -0.05; C -0.32; N 0.06; C -0.23; C -0.23; C -0.11; O -0.05; H 0.07; H 0.07; H 0.08; H 0.13; H 0.09; H 0.13; H 0.14; H 0.11; H 0.11

***

[5]
Molecular formula: C5H9NO2
Method: DFT, wB97M-V/def2-TZVPD

Summary:
HOMO level: -8.33 eV
orbital gap: 8.496 eV
energy relative to the best compared isomer or geometry (same formula, charge and spin): 75.1 kcal/mol
LUMO energy: 0.0060 Eh
strongest force on any atom: 0.0187 Eh/bohr

```
! wB97M-V def2-TZVPD RIJCOSX def2/J DEFGRID3
* xyz 0 1
C 2.278 -0.352 -0.097
C -1.439 -0.071 1.293
C -0.691 1.284 -1.501
C -0.416 -0.618 0.302
C 0.198 0.456 -0.645
O 0.871 -0.988 1.220
N 1.468 0.470 -0.720
O -0.739 -1.582 -0.474
H 0.853 -1.953 1.151
H 2.460 -1.319 -0.563
H 3.036 0.066 0.560
H -2.276 0.359 0.743
H -1.814 -0.895 1.900
H -1.001 0.688 1.944
H -0.138 1.751 -2.313
H -1.172 2.058 -0.897
H -1.478 0.645 -1.904
*
```

Electronic structure analysis, Löwdin charges in units of e: C 0.07; C -0.01; C 0.00; C -0.66; C -0.21; O -0.06; N 0.09; O -0.07; H 0.10; H 0.12; H 0.11; H 0.08; H 0.09; H 0.08; H 0.08; H 0.09; H 0.10

***

[6]
Molecular formula: C9H12Se
Method: DFT, wB97M-V/def2-TZVPD

Summary:
HOMO level: -7.78 eV
orbital gap: 8.523 eV
energy relative to the best compared isomer or geometry (same formula, charge and spin): 45.5 kcal/mol
LUMO energy: 0.0274 Eh
strongest force on any atom: 0.1123 Eh/bohr

```
! wB97M-V def2-TZVPD RIJCOSX def2/J DEFGRID3
* xyz 0 1
C 1.926 0.791 -2.151
C 2.165 1.224 -0.818
C 1.284 -0.378 -2.388
C 1.638 0.486 0.191
C 0.723 -1.094 -1.382
C 0.859 -0.681 -0.044
C -1.427 1.188 1.100
C -1.588 -0.309 1.149
C 0.246 -1.368 1.024
Se -0.165 -3.230 0.958
H 2.313 1.373 -3.027
H 2.712 2.189 -0.470
H 0.997 -0.794 -3.376
H 1.832 0.884 1.191
H 0.117 -1.940 -1.814
H -2.155 1.611 0.318
H -1.527 1.652 1.984
H -0.380 1.372 0.722
H -1.937 -0.726 2.199
H -1.999 -0.831 0.269
H 0.651 -1.197 2.138
H 0.430 -3.351 -0.337
*
```

Electronic structure analysis, Löwdin charges in units of e: C -0.10; C -0.09; C -0.13; C -0.10; C -0.09; C -0.36; C -0.14; C -0.12; C -0.58; Se 0.82; H 0.11; H 0.14; H 0.12; H 0.12; H 0.12; H 0.11; H 0.02; H 0.06; H 0.11; H 0.06; H 0.11; H -0.19

***

Question: Which of these has the highest strongest force on any atom?
Answer: C9H12Se

***

Question: strongest force on any atom of number 4 (C5H9NO)?
Answer: 0.0088 Eh/bohr

***

Question: Look up the strongest force on any atom of the first one.
Answer: 0.0378 Eh/bohr